[1]
Density functional theory data (the ωB97M-V functional and the def2-TZVPD basis) for a cluster of 2 separate species, C3H10O2 in total.

Values from the calculation:
HOMO-LUMO gap = 10.629 eV
Relative energy (zero: lowest compared OMol25 entry of this formula, charge and spin) = 30.7 kJ/mol
HOMO = -0.36246 Eh
Electronic energy = -270.76014 a.u.
SMILES string = CC(C)O.O

```
! RIJCOSX wB97M-V def2-TZVPD def2/J DEFGRID3
* xyz 0 1
C -0.191 -0.988 1.452
C -0.858 -0.565 0.093
C -1.622 -1.705 -0.523
O 0.129 -0.116 -0.758
H 0.271 -1.980 1.318
H -0.934 -1.053 2.264
H 0.594 -0.272 1.750
H -1.504 0.313 0.299
H -2.519 -2.036 0.027
H -0.952 -2.571 -0.656
H -1.933 -1.344 -1.518
H 0.248 0.811 -0.464
O 2.745 3.631 -1.104
H 2.888 4.581 -1.319
H 3.637 3.294 -0.862
*
```

[2]
Density functional theory data (the ωB97M-V functional and the def2-TZVPD basis) for the ion C7H13O with charge -1.

Values from the calculation:
HOMO-LUMO gap = 5.354 eV
Relative energy (zero: lowest compared OMol25 entry of this formula, charge and spin) = 161.2 kJ/mol
HOMO = -0.07237 Eh
Electronic energy = -349.66041 a.u.
SMILES string = C/C=C(\C)CCC[O-]

```
! RIJCOSX wB97M-V def2-TZVPD def2/J DEFGRID3
* xyz -1 1
C -3.331 0.550 0.641
C -2.004 0.537 0.008
C -0.773 0.313 0.632
C -0.748 0.013 2.174
C 0.645 0.416 0.099
C 1.027 -0.810 -0.674
C 2.544 -0.671 -1.019
O 2.686 -0.313 -2.248
H -3.596 1.641 0.985
H -4.173 0.388 0.011
H -3.425 -0.159 1.599
H -1.890 0.820 -1.010
H 0.199 -0.503 2.457
H -1.578 -0.587 2.529
H -0.798 0.932 2.796
H 0.763 1.446 -0.495
H 1.454 0.655 0.915
H 0.368 -0.739 -1.617
H 0.897 -1.734 -0.194
H 2.970 -1.709 -0.881
H 3.160 -0.041 -0.281
*
```

[3]
Density functional theory data (the ωB97M-V functional and the def2-TZVPD basis) for a cluster of 16 separate species, C84H216N16O26 in total.

Values from the calculation:
HOMO-LUMO gap = 8.554 eV
Relative energy (zero: lowest compared OMol25 entry of this formula, charge and spin) = 1126.7 kJ/mol
HOMO = -0.29885 Eh
Electronic energy = -6161.38077 a.u.

```
! RIJCOSX wB97M-V def2-TZVPD def2/J DEFGRID3
* xyz 0 1
C 32.821 -12.937 14.696
C 33.726 -11.693 14.721
C 34.139 -11.319 16.163
O 33.023 -11.298 17.054
C 33.281 -10.839 18.415
N 34.886 -12.041 13.900
H 32.850 -13.560 13.802
H 31.812 -12.609 14.943
H 33.099 -13.564 15.542
H 33.247 -10.842 14.236
H 34.498 -10.292 16.233
H 34.855 -12.013 16.603
H 34.131 -11.436 18.744
H 32.456 -11.085 19.083
H 33.695 -9.853 18.626
H 34.406 -12.269 13.041
H 35.273 -12.945 14.128
C 31.020 -15.899 16.763
C 31.094 -16.209 18.286
C 31.804 -17.568 18.604
O 30.845 -18.553 18.188
C 31.495 -19.735 17.867
N 31.822 -15.070 18.903
H 32.048 -15.963 16.404
H 30.644 -14.876 16.753
H 30.525 -16.663 16.163
H 30.126 -16.106 18.776
H 32.144 -17.655 19.636
H 32.708 -17.593 17.996
H 32.110 -19.732 16.967
H 30.785 -20.554 17.978
H 32.256 -19.943 18.620
H 31.558 -14.164 18.543
H 31.425 -15.090 19.832
C 40.774 -12.731 24.977
C 39.775 -12.364 26.032
C 40.199 -13.045 27.289
O 40.314 -14.501 27.157
C 41.567 -14.998 27.631
N 39.968 -10.971 25.990
H 40.610 -12.349 23.969
H 40.578 -13.802 24.919
H 41.798 -12.578 25.317
H 38.754 -12.656 25.784
H 39.411 -12.859 28.018
H 41.117 -12.587 27.658
H 41.519 -16.076 27.476
H 41.770 -14.575 28.614
H 42.383 -14.747 26.954
H 39.696 -10.482 26.831
H 40.963 -10.884 25.838
C 38.005 0.043 25.307
C 37.257 -1.190 24.875
C 38.219 -2.242 24.303
O 37.399 -3.215 23.693
C 38.085 -4.238 22.963
N 36.592 -1.820 25.955
H 38.697 -0.155 26.126
H 37.559 0.978 25.645
H 38.689 0.390 24.533
H 36.465 -0.979 24.155
H 38.894 -2.681 25.037
H 38.882 -1.764 23.582
H 37.525 -5.164 22.837
H 39.030 -4.510 23.435
H 38.248 -3.903 21.939
H 37.257 -2.032 26.685
H 36.404 -2.715 25.527
C 28.373 -0.816 24.112
C 29.147 -0.867 25.400
C 30.182 -2.009 25.415
O 30.474 -2.521 26.708
C 29.382 -3.228 27.341
N 29.719 0.476 25.559
H 27.648 -1.629 24.090
H 28.933 -1.082 23.216
H 27.856 0.140 24.028
H 28.382 -1.056 26.153
H 31.112 -1.703 24.936
H 29.844 -2.872 24.842
H 28.681 -2.453 27.652
H 29.644 -3.734 28.270
H 29.053 -4.049 26.705
H 30.438 0.588 24.859
H 30.098 0.559 26.491
C 34.228 -0.791 20.427
C 34.825 -1.629 21.452
C 33.941 -1.889 22.645
O 33.068 -0.845 23.151
C 33.582 -0.304 24.383
N 35.191 -2.902 20.844
H 33.336 -1.269 20.024
H 34.936 -0.611 19.618
H 33.817 0.168 20.743
H 35.709 -1.135 21.855
H 34.505 -2.346 23.459
H 33.204 -2.632 22.343
H 32.925 0.511 24.688
H 34.593 0.095 24.310
H 33.476 -1.090 25.131
H 35.825 -3.140 21.593
H 35.600 -2.480 20.023
C 38.064 -11.572 19.019
O 38.208 -10.205 18.592
C 37.176 -9.360 18.216
C 37.684 -7.913 18.321
N 37.781 -7.356 19.673
C 36.494 -7.499 20.327
C 35.319 -6.982 19.581
O 34.830 -7.848 18.477
C 34.084 -7.221 17.416
H 39.064 -11.998 18.934
H 37.369 -12.027 18.313
H 37.626 -11.559 20.016
H 36.235 -9.670 18.671
H 37.029 -9.563 17.155
H 37.087 -7.301 17.645
H 38.690 -7.818 17.911
H 38.508 -7.875 20.145
H 36.559 -6.988 21.288
H 36.433 -8.560 20.570
H 35.495 -5.977 19.199
H 34.454 -6.781 20.213
H 34.630 -6.319 17.137
H 33.159 -6.853 17.860
H 33.887 -7.910 16.595
C 26.494 -5.690 26.376
O 26.075 -5.522 25.005
C 27.050 -5.834 24.088
C 26.332 -5.734 22.713
N 25.922 -7.048 22.141
C 26.973 -7.966 21.745
C 26.379 -9.388 21.531
O 25.552 -9.892 22.607
C 26.189 -10.005 23.792
H 26.886 -4.712 26.654
H 27.143 -6.473 26.771
H 25.580 -5.732 26.969
H 27.403 -6.836 24.331
H 28.006 -5.311 24.111
H 26.827 -5.173 21.920
H 25.419 -5.190 22.955
H 25.448 -7.635 22.813
H 27.789 -7.983 22.466
H 27.379 -7.590 20.806
H 27.073 -10.156 21.190
H 25.757 -9.273 20.643
H 26.436 -8.990 24.104
H 27.148 -10.513 23.699
H 25.548 -10.528 24.502
C 37.492 -9.871 28.183
O 37.269 -10.194 26.772
C 36.729 -9.139 25.960
C 36.902 -9.455 24.442
N 38.307 -9.578 23.973
C 38.472 -10.156 22.665
C 39.835 -9.760 22.192
O 39.751 -8.432 21.661
C 40.989 -8.018 21.147
H 38.265 -9.116 28.329
H 37.867 -10.774 28.665
H 36.593 -9.541 28.703
H 37.196 -8.197 26.247
H 35.673 -9.107 26.229
H 36.545 -8.669 23.776
H 36.507 -10.445 24.212
H 38.739 -10.229 24.613
H 37.694 -9.634 22.109
H 38.291 -11.231 22.667
H 40.130 -10.478 21.427
H 40.673 -9.899 22.875
H 41.896 -8.167 21.731
H 40.964 -6.963 20.873
H 41.019 -8.479 20.160
C 40.232 -13.543 20.970
O 38.894 -13.287 21.254
C 38.194 -14.002 22.231
C 36.666 -13.598 22.422
N 36.108 -13.352 21.064
C 35.431 -14.581 20.597
C 35.357 -14.634 19.045
O 36.637 -14.563 18.444
C 37.332 -15.807 18.489
H 40.353 -14.578 20.651
H 40.776 -13.333 21.891
H 40.537 -12.965 20.097
H 38.701 -14.194 23.177
H 38.135 -15.072 22.031
H 36.560 -12.639 22.929
H 36.191 -14.362 23.037
H 36.822 -13.203 20.366
H 34.440 -14.737 21.023
H 35.941 -15.474 20.960
H 34.843 -13.700 18.815
H 34.775 -15.446 18.609
H 38.361 -15.737 18.840
H 37.495 -16.158 17.470
H 36.800 -16.597 19.021
C 27.210 -2.084 19.426
O 25.887 -2.566 19.420
C 25.739 -3.647 18.453
C 26.596 -4.920 18.725
N 27.908 -4.900 17.998
C 28.816 -5.737 18.668
C 30.222 -5.842 18.015
O 30.851 -4.523 17.787
C 31.230 -3.765 18.903
H 27.795 -2.708 20.101
H 27.229 -1.060 19.799
H 27.595 -2.038 18.408
H 25.802 -3.426 17.387
H 24.710 -3.909 18.698
H 26.040 -5.817 18.453
H 26.745 -5.105 19.789
H 28.132 -3.916 18.050
H 28.325 -6.667 18.955
H 29.047 -5.100 19.521
H 30.066 -6.304 17.040
H 30.945 -6.493 18.506
H 31.682 -2.798 18.680
H 32.020 -4.179 19.530
H 30.449 -3.549 19.632
C 33.641 -4.584 25.556
O 33.009 -5.852 25.657
C 32.891 -6.476 26.904
C 31.986 -7.685 26.872
N 30.634 -7.425 26.290
C 29.877 -8.599 25.830
C 29.210 -9.290 27.057
O 28.003 -9.996 26.631
C 27.038 -10.054 27.627
H 34.549 -4.594 26.159
H 32.928 -3.869 25.965
H 33.954 -4.324 24.545
H 32.680 -5.741 27.681
H 33.911 -6.759 27.166
H 31.998 -8.112 27.875
H 32.533 -8.416 26.276
H 30.812 -6.766 25.546
H 30.486 -9.351 25.327
H 29.018 -8.315 25.222
H 28.881 -8.610 27.843
H 29.770 -10.058 27.590
H 26.700 -9.054 27.900
H 27.419 -10.492 28.550
H 26.224 -10.673 27.252
C 33.388 -12.047 24.638
O 33.613 -10.830 23.916
C 33.856 -11.091 22.478
C 33.966 -9.767 21.610
N 32.741 -9.190 21.107
C 31.931 -8.697 22.213
C 31.135 -7.418 21.843
O 32.020 -6.530 21.183
C 32.798 -5.673 22.035
H 33.279 -11.920 25.715
H 34.294 -12.630 24.476
H 32.520 -12.625 24.318
H 33.082 -11.748 22.083
H 34.745 -11.722 22.504
H 34.577 -10.164 20.799
H 34.565 -8.987 22.080
H 32.864 -8.335 20.584
H 32.442 -8.580 23.169
H 31.240 -9.457 22.578
H 30.598 -7.017 22.703
H 30.326 -7.715 21.176
H 32.256 -5.108 22.793
H 33.379 -5.023 21.380
H 33.595 -6.172 22.587
C 29.126 -14.096 25.303
O 29.818 -14.267 24.142
C 29.799 -15.634 23.629
C 30.617 -15.713 22.346
N 29.984 -15.115 21.152
C 29.988 -13.649 21.198
C 29.202 -13.072 19.990
O 27.971 -13.774 19.894
C 27.124 -13.464 18.725
H 28.047 -14.100 25.148
H 29.099 -13.059 25.636
H 29.534 -14.545 26.209
H 28.834 -16.102 23.433
H 30.291 -16.138 24.460
H 30.894 -16.693 21.958
H 31.573 -15.206 22.472
H 29.034 -15.363 20.914
H 31.036 -13.365 21.104
H 29.508 -13.326 22.122
H 29.631 -13.257 19.005
H 29.141 -11.993 20.131
H 27.568 -13.868 17.814
H 26.844 -12.415 18.818
H 26.160 -13.964 18.816
C 36.227 -16.117 27.006
O 34.864 -16.237 27.361
C 34.078 -15.214 26.671
C 33.619 -15.752 25.269
N 34.614 -16.479 24.543
C 33.977 -17.241 23.453
C 33.329 -18.558 23.927
O 33.349 -19.562 22.956
C 33.170 -20.867 23.409
H 36.560 -17.092 27.362
H 36.719 -15.312 27.552
H 36.553 -15.927 25.984
H 34.517 -14.257 26.389
H 33.214 -14.922 27.269
H 33.157 -15.000 24.629
H 32.848 -16.476 25.532
H 35.213 -16.978 25.184
H 34.833 -17.481 22.822
H 33.396 -16.585 22.804
H 32.357 -18.421 24.399
H 33.908 -18.742 24.832
H 33.881 -21.375 24.061
H 32.985 -21.636 22.659
H 32.288 -20.918 24.048
C 36.957 -3.520 18.052
O 36.974 -2.097 18.225
C 38.292 -1.519 18.413
C 38.280 -0.111 19.024
N 37.753 -0.007 20.372
C 37.811 1.280 21.021
C 37.035 2.325 20.367
O 35.644 2.157 20.624
C 34.810 3.262 20.269
H 35.959 -3.933 17.907
H 37.450 -3.956 18.921
H 37.633 -3.775 17.236
H 38.750 -1.373 17.435
H 38.827 -2.197 19.077
H 37.793 0.658 18.426
H 39.345 0.121 19.038
H 36.750 -0.070 20.264
H 38.810 1.692 21.163
H 37.498 1.226 22.064
H 37.415 2.433 19.351
H 37.266 3.275 20.848
H 34.033 3.316 21.032
H 34.386 2.953 19.314
H 35.361 4.187 20.102
*
```

[4]
Density functional theory data (the ωB97M-V functional and the def2-TZVPD basis) for a cluster of 2 separate species, CH3N2OP in total.

Values from the calculation:
HOMO-LUMO gap = 7.932 eV
Relative energy (zero: lowest compared OMol25 entry of this formula, charge and spin) = 146.7 kJ/mol
HOMO = -0.36202 Eh
Electronic energy = -565.96633 a.u.
SMILES string = N#CP=O.N

```
! RIJCOSX wB97M-V def2-TZVPD def2/J DEFGRID3
* xyz 0 1
N 0.649 -1.573 -1.212
C 0.964 -0.461 -1.117
P 1.414 1.342 -0.987
O 2.668 1.327 -0.278
N -1.298 -0.239 0.937
H -1.492 -0.908 0.286
H -1.190 0.760 0.564
H -1.715 -0.248 1.808
*
```